Here is 2 unconnected molecules or ions with the total composition C2H6S from the OMol25 dataset. Energies are from ωB97M-V with the def2-TZVPD basis set.

Properties
**Charge**: 0
**SMILES**: C=C.S
**Highest occupied orbital energy**: -9.7148 eV
**Relative energy (zero: lowest compared OMol25 entry of this formula, charge and spin)**: 114.0 kJ/mol

Last columns: bonded neighbours and bond lengths (Å).
Cartesian coordinates (Å):
1 C -0.26 1.02 0.43  C2 1.328, H3 1.081, H4 1.080
2 C 0.09 0.98 1.71  C1 1.328, H5 1.083, H6 1.087
3 H -0.75 0.13 0.06  C1 1.081
4 H 0.04 1.79 -0.25  C1 1.080
5 H 0.13 0.04 2.25  C2 1.083
6 H 0.59 1.83 2.17  C2 1.087
7 S 0.38 -1.53 -1.81  H8 1.333, H9 1.336
8 H 0.52 -2.85 -1.99  S7 1.333
9 H -0.72 -1.41 -2.57  S7 1.336